Record 1
C50H47BF4LuN4P2Sb | the ωB97M-V functional and the def2-TZVPD basis

Summary:
orbital gap = 2.759 eV
maximum force = 0.07169 Eh/bohr
HOMO energy = -9.88 eV
electronic energy = -128845.53852 eV
lowest unoccupied orbital energy = -7.118 eV
net charge = +2

Element x y z (Å)
Lu  3.403  -3.194  -0.832
C  -0.015  -4.270  -1.289
C  0.407  -4.346  0.157
C  -0.431  -4.304  1.242
C  0.065  -4.144  2.545
C  1.455  -4.115  2.731
C  2.266  -4.285  1.626
N  1.762  -4.255  0.353
Sb  4.426  -4.822  1.801
C  4.927  -2.677  1.381
C  6.227  -2.333  1.779
C  6.638  -1.033  1.669
C  5.777  -0.026  1.287
C  4.458  -0.447  0.865
C  3.493  0.623  0.464
N  4.161  -1.774  0.754
C  5.327  -4.971  -0.267
C  6.323  -5.959  -0.351
C  7.233  -6.024  -1.397
C  7.117  -5.113  -2.450
C  6.074  -4.177  -2.376
C  5.852  -3.291  -3.518
N  5.203  -4.100  -1.372
H  -0.652  -5.108  -1.541
H  -0.703  -3.443  -1.532
H  0.850  -4.191  -1.955
H  -1.525  -4.277  1.047
H  -0.630  -4.113  3.371
H  1.887  -4.074  3.749
H  6.809  -3.149  2.121
H  7.726  -0.811  1.855
H  6.049  0.989  1.271
H  3.391  1.277  1.343
H  3.910  1.213  -0.387
H  2.551  0.233  0.145
H  6.468  -6.658  0.508
H  8.056  -6.728  -1.323
H  7.630  -5.235  -3.409
H  6.658  -2.541  -3.608
H  5.980  -3.827  -4.516
H  4.860  -2.793  -3.456
C  -4.504  2.444  0.938
N  -3.654  3.570  0.641
C  -3.179  3.750  -0.780
P  -1.626  2.657  -1.006
C  -0.495  4.023  -1.503
C  0.735  4.119  -0.743
C  1.482  5.261  -0.908
C  1.171  6.123  -1.990
C  0.107  5.890  -2.822
C  -0.848  4.930  -2.503
C  -1.919  1.871  -2.712
C  -1.463  2.386  -3.971
C  -1.784  1.666  -5.099
C  -2.315  0.412  -5.037
C  -2.698  -0.121  -3.816
C  -2.439  0.622  -2.641
C  -3.290  4.399  1.722
C  -2.409  5.455  1.427
C  -1.745  6.192  2.442
C  -2.176  6.021  3.789
C  -3.076  4.986  4.102
C  -3.573  4.178  3.115
P  -3.385  0.896  0.940
C  -3.088  0.514  2.691
C  -1.898  0.900  3.239
C  -1.678  0.671  4.598
C  -2.717  0.205  5.409
C  -3.934  -0.123  4.848
C  -4.146  -0.095  3.468
C  -4.595  -0.419  0.457
C  -4.340  -1.781  0.795
C  -5.267  -2.744  0.405
C  -6.436  -2.415  -0.371
C  -6.590  -1.112  -0.749
C  -5.768  -0.091  -0.299
H  -5.370  2.330  0.310
H  -4.886  2.586  1.965
H  -2.944  4.808  -0.950
H  -4.037  3.385  -1.369
H  0.908  3.256  -0.081
H  2.330  5.500  -0.274
H  1.871  6.930  -2.086
H  0.077  6.449  -3.779
H  -1.803  4.810  -3.019
H  -0.700  3.188  -4.052
H  -1.638  2.169  -6.043
H  -2.489  -0.200  -5.891
H  -3.308  -1.047  -3.755
H  -2.683  0.254  -1.660
H  -2.178  5.659  0.396
H  -1.014  6.930  2.205
H  -1.768  6.657  4.551
H  -3.305  4.791  5.157
H  -4.109  3.288  3.405
H  -1.198  1.471  2.605
H  -0.697  0.874  5.012
H  -2.435  0.101  6.501
H  -4.725  -0.676  5.473
H  -5.052  -0.459  3.005
H  -3.412  -1.989  1.388
H  -5.102  -3.771  0.686
H  -7.100  -3.192  -0.823
H  -7.438  -0.835  -1.371
H  -5.862  0.988  -0.597
F  3.599  -1.290  -1.970
B  2.382  -1.400  -2.735
F  2.645  -1.018  -4.046
F  1.407  -0.683  -2.092
F  2.108  -2.834  -2.625

Results of the Löwdin charge analysis, in e, for atoms 1 through 5: Lu 1.80; C 0.00; C -0.27; C 0.02; C 0.02

---

Record 2
C50H47ClN5P2S2ScSi | the ωB97M-V functional and the def2-TZVPD basis

Summary:
orbital gap = 4.118 eV
maximum force = 0.01744 Eh/bohr
HOMO energy = -0.27 eV
electronic energy = -141418.40636 eV
lowest unoccupied orbital energy = 3.849 eV
energy above the lowest of the compared OMol25 structures with the same formula, charge and spin = 34.92 kcal per mole
net charge = -2

Element x y z (Å)
Sc  -0.210  0.269  -0.547
C  3.108  -0.894  -0.656
P  2.494  0.701  -1.397
C  2.890  0.996  -3.176
C  4.123  1.255  -3.778
C  4.202  1.592  -5.122
C  3.053  1.697  -5.894
C  1.816  1.464  -5.311
C  1.743  1.119  -3.968
C  3.668  1.765  -0.455
C  5.047  1.647  -0.631
C  5.930  2.431  0.098
C  5.448  3.323  1.047
C  4.084  3.399  1.280
C  3.201  2.627  0.535
C  2.574  -0.697  0.736
C  3.187  -0.803  1.956
C  2.225  -0.402  2.936
C  1.080  -0.075  2.252
C  -0.216  0.490  2.767
P  -0.317  2.355  2.475
C  -0.830  2.924  4.169
C  -2.111  3.324  4.548
C  -2.366  3.750  5.849
C  -1.350  3.783  6.792
C  -0.068  3.389  6.429
C  0.187  2.973  5.130
C  -1.893  2.696  1.597
C  -2.007  3.996  1.087
C  -3.104  4.371  0.336
C  -4.110  3.445  0.068
C  -4.015  2.164  0.576
C  -2.910  1.791  1.340
N  1.280  -0.238  0.900
H  4.192  -0.980  -0.639
H  2.677  -1.770  -1.142
H  5.040  1.210  -3.211
H  5.172  1.789  -5.565
H  3.121  1.977  -6.938
H  0.903  1.568  -5.886
H  0.768  0.967  -3.523
H  5.447  0.908  -1.314
H  6.997  2.332  -0.066
H  6.136  3.940  1.611
H  3.697  4.056  2.050
H  2.144  2.680  0.752
H  4.199  -1.138  2.132
H  2.361  -0.367  4.008
H  -0.296  0.335  3.839
H  -1.053  -0.017  2.290
H  -2.917  3.301  3.826
H  -3.369  4.058  6.124
H  -1.554  4.113  7.804
H  0.736  3.420  7.156
H  1.192  2.673  4.844
H  -1.199  4.700  1.256
H  -3.157  5.371  -0.080
H  -4.953  3.720  -0.555
H  -4.784  1.436  0.358
H  -2.862  0.786  1.733
S  0.306  2.983  -0.853
C  -0.829  2.960  -2.137
S  -1.697  1.491  -2.364
C  -1.030  4.065  -2.958
C  -0.313  5.292  -2.772
N  0.242  6.298  -2.656
C  -1.965  4.039  -4.045
N  -2.707  4.059  -4.929
C  1.114  -2.049  -3.683
C  -0.310  -1.970  -3.213
C  -1.323  -2.475  -3.997
C  -2.636  -2.417  -3.518
C  -2.878  -1.959  -2.251
C  -1.788  -1.558  -1.443
N  -0.539  -1.468  -1.985
N  -1.870  -1.196  -0.135
Si  -2.938  -2.072  0.912
C  -4.686  -1.379  1.099
C  -2.226  -2.143  2.644
C  -3.171  -3.852  0.400
H  1.440  -3.092  -3.656
H  1.769  -1.476  -3.039
H  1.216  -1.681  -4.704
H  -1.093  -2.899  -4.964
H  -3.460  -2.734  -4.149
H  -3.881  -1.873  -1.854
H  -4.713  -0.464  1.699
H  -5.300  -2.129  1.611
H  -5.160  -1.160  0.133
H  -2.455  -1.257  3.251
H  -1.139  -2.287  2.614
H  -2.666  -3.012  3.148
H  -3.650  -3.975  -0.576
H  -3.795  -4.354  1.147
H  -2.204  -4.368  0.358
Cl  -1.118  -9.331  -0.472
C  -0.525  -7.690  -0.163
C  0.173  -7.402  1.012
C  0.659  -6.135  1.253
C  0.490  -5.039  0.319
C  0.970  -3.763  0.541
C  -0.230  -5.410  -0.886
C  -0.717  -6.680  -1.106
H  0.327  -8.191  1.741
H  1.186  -5.935  2.182
H  1.525  -3.502  1.440
H  0.776  -2.963  -0.167
H  -0.392  -4.640  -1.638
H  -1.265  -6.904  -2.016

Results of the Löwdin charge analysis, in e, for atoms 1 through 5: Sc 0.70; C -0.24; P 1.04; C -0.32; C -0.08

---

- Number 1 is which compound?
  C50H47BF4LuN4P2Sb